The following is a DFT calculation (wB97M-V/def2-TZVPD) of a 8-piece molecular cluster, C27H36BF4O11 overall.

Structure (XYZ):
```
79
C27H36BF4O11 (wB97M-V/def2-TZVPD)
B -0.63 0.23 0.12
F 0.32 1.03 0.52
F -0.34 -0.56 -1.00
F -1.04 -0.68 1.11
F -1.77 1.02 -0.13
C -3.03 -1.37 3.91
O -2.78 -0.20 2.99
H -3.79 -2.02 4.03
H -2.75 -1.16 4.78
H -2.32 -2.22 3.58
H -2.47 -0.64 2.13
C -5.21 1.93 -1.19
O -4.55 1.10 -0.25
H -6.14 2.36 -0.90
H -5.41 1.56 -2.21
H -4.63 2.88 -1.39
H -3.48 1.45 -0.23
C 2.64 -2.73 -1.44
O 1.49 -2.24 -2.16
H 3.56 -2.88 -1.91
H 2.41 -3.64 -0.95
H 2.87 -2.08 -0.46
H 1.34 -1.45 -1.81
C 0.78 -2.37 4.25
C 0.82 -2.36 5.63
C 0.86 -3.58 6.38
C 0.97 -4.77 5.69
C 0.94 -4.81 4.26
C 0.86 -3.56 3.52
O 0.70 -3.66 2.15
O 0.85 -3.58 7.70
H 0.62 -1.51 3.79
H 1.02 -1.51 6.05
H 0.96 -5.67 6.15
H 0.93 -5.74 4.06
H 0.64 -2.75 1.65
H 0.14 -2.91 7.81
C 5.13 1.28 -0.25
C 4.05 1.16 0.56
C 3.73 -0.02 1.25
C 4.65 -1.07 1.31
C 5.77 -0.99 0.46
C 5.94 0.14 -0.37
O 7.00 0.21 -1.26
O 2.64 -0.13 2.14
H 5.39 2.29 -0.53
H 3.39 1.96 0.71
H 4.38 -1.86 1.94
H 6.24 -2.05 0.33
H 7.75 -0.24 -1.04
H 2.01 0.60 1.95
C -3.80 -0.73 -5.58
C -2.45 -0.86 -5.36
C -1.98 -0.99 -4.00
C -2.91 -1.26 -3.00
C -4.34 -1.15 -3.21
C -4.72 -0.86 -4.50
O -6.11 -1.00 -4.71
O -0.53 -1.06 -3.83
H -4.09 -0.58 -6.63
H -1.65 -0.57 -6.16
H -2.50 -1.45 -1.92
H -5.05 -1.17 -2.46
H -6.62 -0.98 -3.93
H -0.39 -0.86 -2.84
C -0.03 4.48 -2.94
C 0.12 3.74 -1.71
C 0.38 4.53 -0.58
C 0.55 5.91 -0.61
C 0.40 6.54 -1.84
C 0.13 5.86 -3.03
O 0.25 6.52 -4.19
O 0.31 3.89 0.67
H -0.46 3.80 -3.76
H 0.02 2.74 -1.50
H 0.53 6.54 0.24
H 0.53 7.81 -1.78
H 0.75 5.97 -4.98
H 0.23 3.00 0.77
```

Output
**Frontier orbital gap**: 0.2970 Ha
**Energy**: -2302.3807 a.u.
**LUMO energy**: 0.08531 Ha
**ΔE to the lowest compared entry with this formula, charge and spin**: 0.0 kcal/mol
**HOMO level**: -5.8 eV
**Total charge**: -1

Here are the Löwdin charges for atoms 1 to 6, given in e: B -1.34; F 0.23; F 0.12; F 0.12; F 0.11; C -0.09

=====

The following is a DFT calculation (wB97M-V/def2-TZVPD) of a 7-piece molecular cluster, C27H36BFN6O7S overall.

Structure (XYZ):
```
79
C27H36BFN6O7S (wB97M-V/def2-TZVPD)
C 6.76 -3.04 -4.00
C 6.64 -1.54 -4.17
O 5.35 -1.06 -3.74
B 4.31 -1.14 -4.57
O 4.31 -1.46 -5.90
O 3.04 -0.77 -4.01
C 2.46 -1.65 -3.21
O 2.85 -2.07 -2.18
O 1.18 -2.00 -3.70
S 1.12 -3.13 -4.79
O -0.20 -3.62 -4.81
O 2.26 -3.95 -4.68
F 1.30 -2.27 -6.05
H 6.70 -3.29 -2.94
H 5.99 -3.59 -4.54
H 7.75 -3.34 -4.34
H 7.37 -1.04 -3.53
H 6.85 -1.22 -5.19
H 4.84 -2.23 -6.13
C -4.13 -4.19 -1.41
C -4.19 -5.51 -1.93
C -3.12 -5.66 -2.78
N -2.41 -4.49 -2.78
C -3.02 -3.59 -1.95
H -4.82 -3.74 -0.71
H -4.93 -6.26 -1.72
H -2.80 -6.50 -3.37
H -1.58 -4.30 -3.31
H -2.61 -2.60 -1.82
C 6.16 0.47 1.32
C 6.98 -0.54 0.75
C 6.30 -1.06 -0.32
N 5.10 -0.41 -0.42
C 5.00 0.52 0.58
H 6.38 1.08 2.18
H 7.96 -0.84 1.08
H 6.56 -1.83 -1.02
H 4.41 -0.60 -1.12
H 4.13 1.14 0.68
C -4.62 1.57 0.34
C -3.95 0.49 0.98
C -3.60 -0.41 0.00
N -4.04 0.09 -1.20
C -4.66 1.29 -1.01
H -5.02 2.45 0.81
H -3.74 0.38 2.03
H -3.08 -1.35 0.05
H -3.93 -0.37 -2.09
H -5.07 1.84 -1.83
C 0.65 2.73 2.63
C 1.47 1.73 2.04
C 0.76 1.21 0.98
N -0.45 1.85 0.93
C -0.52 2.78 1.93
H 0.89 3.34 3.48
H 2.45 1.43 2.35
H 1.02 0.44 0.27
H -1.18 1.66 0.26
H -1.40 3.39 2.05
C 2.83 5.72 6.14
C 1.82 6.41 6.87
C 0.68 5.65 6.80
N 0.97 4.54 6.06
C 2.27 4.57 5.66
H 3.85 6.03 6.00
H 1.92 7.35 7.38
H -0.30 5.81 7.21
H 0.32 3.80 5.85
H 2.69 3.77 5.07
C -9.64 0.85 1.88
C -9.29 1.74 2.94
C -7.92 1.74 3.02
N -7.43 0.90 2.06
C -8.47 0.35 1.36
H -10.63 0.61 1.54
H -9.96 2.30 3.56
H -7.26 2.28 3.68
H -6.46 0.71 1.89
H -8.29 -0.34 0.56
```

Output
**Frontier orbital gap**: 0.2940 Ha
**Energy**: -2428.6489 a.u.
**Structure (SMILES)**: CCOB(O)OC(=O)OS(=O)(=O)F.c1cc[nH]c1.c1cc[nH]c1.c1cc[nH]c1.c1cc[nH]c1.c1cc[nH]c1.c1cc[nH]c1
**LUMO energy**: -0.00375 Ha
**HOMO level**: -8.1 eV
**Total charge**: 0

Here are the Löwdin charges for atoms 1 to 6, given in e: C -0.05; C -0.21; O 0.13; B -0.75; O 0.23; O 0.25

=====

The following is a DFT calculation (wB97M-V/def2-TZVPD) of C27H36Cl2OPdS2Si2 as an isolated structure.

Structure (XYZ):
```
71
C27H36Cl2OPdS2Si2 (wB97M-V/def2-TZVPD)
Pd -0.49 -0.35 3.04
Cl 2.22 -0.04 3.42
C 2.33 1.70 3.39
C 3.53 2.25 3.74
C 3.93 3.55 3.33
C 2.94 4.36 2.68
C 1.66 3.88 2.52
Cl 0.31 4.78 2.16
C 1.31 2.53 2.83
S -0.29 1.90 2.42
H 4.18 1.63 4.37
H 4.90 4.00 3.63
H 3.21 5.34 2.43
C -0.43 -3.33 3.33
Si -2.10 -2.78 2.56
C -3.36 -4.00 3.36
C -1.88 -3.23 0.67
C -2.46 -1.00 2.71
Si -3.19 -0.21 4.23
C -2.11 0.48 5.65
C -4.00 1.43 3.73
C -4.58 -1.29 4.99
H -0.47 -4.39 3.35
H -0.21 -3.03 4.34
H 0.40 -3.14 2.67
H -3.07 -5.02 3.02
H -4.36 -3.77 3.04
H -3.36 -4.07 4.47
H -1.93 -4.29 0.46
H -0.89 -2.85 0.46
H -2.55 -2.61 0.05
H -3.02 -0.56 1.86
H -1.56 1.45 5.40
H -1.37 -0.14 6.12
H -2.88 0.71 6.39
H -3.21 2.13 3.43
H -4.64 1.89 4.49
H -4.61 1.19 2.85
H -4.23 -2.10 5.66
H -5.24 -1.77 4.24
H -5.17 -0.58 5.62
O 2.22 -2.75 -3.83
S 2.66 -1.45 -4.36
C 1.73 -1.32 -6.05
C 0.26 -1.03 -6.02
C -0.22 0.26 -6.42
C -1.57 0.47 -6.33
C -2.46 -0.51 -5.86
C -1.96 -1.75 -5.39
C -0.61 -2.05 -5.62
C 2.12 -0.08 -3.21
C 2.99 1.14 -3.24
C 4.06 1.43 -2.27
C 4.89 2.49 -2.38
C 4.83 3.31 -3.55
C 3.90 3.00 -4.52
C 2.94 2.02 -4.30
H 1.97 -2.27 -6.49
H 2.31 -0.57 -6.52
H 0.51 0.97 -6.83
H -1.91 1.50 -6.66
H -3.54 -0.35 -5.75
H -2.67 -2.49 -4.96
H -0.31 -3.04 -5.36
H 2.02 -0.62 -2.26
H 1.10 0.17 -3.59
H 4.20 0.73 -1.50
H 5.64 2.62 -1.60
H 5.57 4.11 -3.71
H 3.93 3.54 -5.45
H 2.18 1.87 -5.09
```

Output
**Frontier orbital gap**: 0.0663 Ha
**Energy**: -3549.2245 a.u.
**LUMO energy**: 0.12582 Ha
**HOMO level**: 1.6 eV
**Total charge**: -2

Here are the Löwdin charges for atoms 1 to 6, given in e: Pd -0.01; Cl 0.59; C -0.68; C -0.19; C -0.13; C -0.15

=====

The following is a DFT calculation (wB97M-V/def2-TZVPD) of an isolated ion of composition C27H36ClN2O3 and charge +1.

Structure (XYZ):
```
69
C27H36ClN2O3 (wB97M-V/def2-TZVPD)
C -4.23 2.92 -1.51
C -2.76 2.94 -1.93
C -1.90 1.95 -1.14
C -2.25 0.48 -1.33
C -2.04 -0.02 -2.75
C -2.32 -1.51 -2.92
C -1.36 -2.45 -2.18
C 0.07 -2.38 -2.73
C 0.99 -3.46 -2.15
C 1.27 -3.29 -0.66
O 1.99 -2.07 -0.42
C 1.36 -1.06 0.12
O 0.22 -1.03 0.51
C 2.30 0.16 0.25
N 1.60 1.26 0.85
C 0.92 1.24 2.01
C 0.90 0.13 3.01
O 2.09 -0.61 2.95
C 2.05 -1.99 2.92
C 0.95 -2.77 3.27
C 1.03 -4.15 3.17
C 2.20 -4.75 2.73
Cl 2.28 -6.47 2.59
C 3.31 -3.98 2.42
C 3.23 -2.60 2.51
N 0.27 2.39 2.17
C -0.58 2.73 3.29
C 0.51 3.20 1.08
C 0.08 4.48 0.75
C 0.52 5.00 -0.45
C 1.37 4.28 -1.29
C 1.81 3.01 -0.97
C 1.36 2.48 0.23
H -4.32 3.08 -0.44
H -4.77 3.71 -2.03
H -4.69 1.97 -1.76
H -2.68 2.73 -2.99
H -2.36 3.95 -1.76
H -1.97 2.20 -0.08
H -0.85 2.10 -1.44
H -1.63 -0.10 -0.64
H -3.29 0.31 -1.04
H -1.01 0.20 -3.07
H -2.70 0.52 -3.43
H -2.29 -1.76 -3.99
H -3.34 -1.71 -2.57
H -1.73 -3.47 -2.29
H -1.37 -2.21 -1.12
H 0.49 -1.40 -2.53
H 0.03 -2.51 -3.81
H 0.54 -4.44 -2.29
H 1.94 -3.44 -2.68
H 1.92 -4.09 -0.30
H 0.35 -3.28 -0.07
H 3.16 -0.14 0.86
H 2.64 0.44 -0.74
H 0.02 -0.49 2.80
H 0.79 0.57 4.02
H 0.04 -2.33 3.63
H 0.18 -4.75 3.43
H 4.22 -4.45 2.11
H 4.09 -1.99 2.28
H 0.00 2.78 4.21
H -1.37 1.98 3.41
H -1.04 3.69 3.11
H -0.57 5.05 1.39
H 0.21 5.99 -0.75
H 1.69 4.73 -2.22
H 2.47 2.47 -1.63
```

Output
**Frontier orbital gap**: 0.3087 Ha
**Energy**: -1845.6971 a.u.
**Structure (SMILES)**: CCCCCCCCCCOC(=O)Cn1c(COc2ccc(Cl)cc2)[n+](C)c2ccccc21
**LUMO energy**: -0.10792 Ha
**ΔE to the lowest compared entry with this formula, charge and spin**: 3.9 kcal/mol
**HOMO level**: -11.3 eV
**Total charge**: +1

Here are the Löwdin charges for atoms 1 to 6, given in e: C -0.10; C -0.26; C -0.22; C -0.20; C -0.20; C -0.20

=====

The following is a DFT calculation (wB97M-V/def2-TZVPD) of a 2-piece molecular cluster, C27H36F3NO overall.

Structure (XYZ):
```
68
C27H36F3NO (wB97M-V/def2-TZVPD)
C 3.18 -3.29 -3.40
C 1.82 -3.26 -2.68
C 0.75 -2.92 -3.71
C 1.54 -4.67 -2.13
C 1.84 -2.23 -1.53
C 0.86 -1.28 -1.37
C 0.97 -0.19 -0.43
C -0.03 0.83 -0.35
C 0.41 2.20 -0.13
F -0.48 3.13 -0.67
F 0.52 2.56 1.23
F 1.64 2.52 -0.68
C 2.13 -0.18 0.42
C 3.05 -1.20 0.44
C 4.22 -1.23 1.46
C 4.08 -2.45 2.37
C 4.22 0.02 2.33
C 5.57 -1.31 0.74
C 2.90 -2.32 -0.51
O 3.65 -3.32 -0.44
H 3.97 -3.60 -2.71
H 3.14 -4.00 -4.24
H 3.42 -2.30 -3.80
H -0.25 -2.97 -3.27
H 0.91 -1.91 -4.12
H 0.79 -3.63 -4.54
H 0.56 -4.69 -1.64
H 1.55 -5.40 -2.95
H 2.31 -4.93 -1.40
H -0.03 -1.27 -2.00
H -0.97 0.70 -0.85
H 2.23 0.67 1.09
H 4.12 -3.37 1.78
H 4.89 -2.46 3.11
H 3.12 -2.42 2.90
H 4.34 0.93 1.72
H 3.30 0.10 2.92
H 5.07 -0.02 3.03
H 5.70 -0.45 0.07
H 6.38 -1.32 1.48
H 5.62 -2.23 0.15
C -5.25 5.98 0.15
C -6.13 4.98 0.57
C -5.80 3.63 0.41
C -4.57 3.27 -0.17
C -4.18 1.81 -0.27
C -3.52 1.30 1.01
C -3.86 -0.14 1.43
C -2.72 -0.49 2.40
C -1.63 0.57 2.19
N -2.06 1.29 0.97
C -3.69 4.28 -0.59
C -4.02 5.63 -0.43
H -5.51 7.03 0.27
H -7.09 5.25 1.02
H -6.48 2.85 0.73
H -5.09 1.21 -0.44
H -3.50 1.64 -1.12
H -3.83 1.95 1.85
H -4.85 -0.20 1.88
H -3.83 -0.79 0.56
H -3.06 -0.47 3.44
H -2.32 -1.49 2.19
H -1.63 1.27 3.05
H -0.63 0.16 2.07
H -1.70 2.24 0.96
H -2.74 3.99 -1.04
H -3.33 6.39 -0.77
```

Output
**Frontier orbital gap**: 0.2577 Ha
**Energy**: -1479.9847 a.u.
**Structure (SMILES)**: CC(C)(C)C1=CC(=CC(F)(F)F)C=C(C(C)(C)C)C1=O.c1ccc(C[C@H]2CCCN2)cc1
**LUMO energy**: -0.05516 Ha
**HOMO level**: -8.5 eV
**Total charge**: 0

Here are the Löwdin charges for atoms 1 to 6, given in e: C -0.04; C -0.55; C -0.07; C -0.04; C -0.05; C 0.04

=====

The following is a DFT calculation (wB97M-V/def2-TZVPD) of C27H36FeN2S9 as an isolated structure.

Structure (XYZ):
```
75
C27H36FeN2S9 (wB97M-V/def2-TZVPD)
Fe -0.26 0.20 0.00
C 2.81 -0.03 2.16
C 1.82 0.50 3.17
S 0.32 1.21 2.45
C 0.84 2.90 2.09
C 1.78 3.10 0.92
S 1.10 2.40 -0.60
C 2.62 1.85 -1.41
C 2.33 0.90 -2.55
S 1.45 -0.61 -2.09
C 2.75 -1.71 -1.53
C 3.31 -1.43 -0.14
S 1.97 -1.19 1.06
H 3.62 -0.56 2.67
H 3.25 0.76 1.55
H 2.29 1.26 3.80
H 1.47 -0.30 3.80
H 1.28 3.32 2.99
H -0.10 3.42 1.90
H 2.76 2.65 1.09
H 1.92 4.17 0.75
H 3.26 1.39 -0.65
H 3.12 2.74 -1.80
H 3.26 0.61 -3.05
H 1.68 1.37 -3.29
H 3.55 -1.71 -2.27
H 2.28 -2.70 -1.54
H 3.94 -0.54 -0.13
H 3.91 -2.27 0.19
C -2.66 -1.92 3.45
C -1.22 -1.65 2.99
C -0.64 -2.83 2.26
C -0.19 -3.91 3.00
C 0.25 -5.07 2.39
C 0.24 -5.15 1.02
C -0.19 -4.09 0.22
C -0.11 -4.26 -1.29
C -1.19 -5.21 -1.83
C -0.63 -2.91 0.85
N -1.00 -1.79 0.04
C -1.94 -1.91 -0.84
C -2.18 -0.90 -1.77
C -3.19 -0.74 -2.73
C -2.94 0.48 -3.34
C -1.80 1.02 -2.72
N -1.34 0.18 -1.79
H -3.07 -1.05 3.96
H -2.68 -2.77 4.14
H -3.30 -2.16 2.60
H -0.60 -1.41 3.86
H -1.24 -0.78 2.34
H -0.18 -3.83 4.09
H 0.59 -5.91 2.99
H 0.58 -6.06 0.53
H 0.86 -4.69 -1.53
H -0.18 -3.30 -1.79
H -1.19 -6.15 -1.28
H -1.02 -5.43 -2.89
H -2.19 -4.78 -1.74
H -2.57 -2.80 -0.86
H -3.98 -1.45 -2.93
H -3.50 0.94 -4.15
H -1.31 1.95 -2.94
C -4.01 3.54 -1.54
S -2.36 4.20 -1.20
C -2.40 4.16 0.55
C -2.30 3.03 1.34
S -2.19 1.43 0.80
S -2.36 3.33 3.07
C -2.49 5.06 3.00
S -2.58 6.02 4.30
S -2.54 5.66 1.36
H -4.17 3.67 -2.61
H -4.75 4.12 -0.99
H -4.06 2.48 -1.29
```

Output
**Expectation value of S²**: 0.841
**Frontier orbital gap (spin up / spin down)**: 0.2087 / 0.1982 Ha
**Energy**: -6007.0981 a.u.
**LUMO energy (spin up / spin down)**: -0.16353 / -0.17322 Ha
**Multiplicity**: 2
**ΔE to the lowest compared entry with this formula, charge and spin**: 39.4 kcal/mol
**HOMO level (spin up / spin down)**: -10.1 / -10.1 eV
**Total charge**: +1

Here are the Löwdin charges for atoms 1 to 6, given in e: Fe 0.22; C -0.48; C -0.47; S 0.85; C -0.48; C -0.45

=====

Number 1: molar mass 623.378 g mol⁻¹. Number 2: molar mass 618.497 g mol⁻¹. Number 3: molar mass 674.216 g mol⁻¹. Number 4: molar mass 472.049 g mol⁻¹. Number 5: molar mass 447.585 g mol⁻¹. Number 6: molar mass 733.047 g mol⁻¹.